{"formula": "H48O24", "method": "ωB97M-V/def2-TZVPD", "homo_lumo_gap_ev": 9.72, "de_lowest_kcal_mol": 88.7, "symbols": ["O", "H", "H", "O", "H", "H", "O", "H", "H", "O", "H", "H", "O", "H", "H", "O", "H", "H", "O", "H", "H", "O", "H", "H", "O", "H", "H", "O", "H", "H", "O", "H", "H", "O", "H", "H", "O", "H", "H", "O", "H", "H", "O", "H", "H", "O", "H", "H", "O", "H", "H", "O", "H", "H", "O", "H", "H", "O", "H", "H", "O", "H", "H", "O", "H", "H", "O", "H", "H", "O", "H", "H"], "xyz": [[-1.525252, -3.591020, -0.528214], [-1.905712, -2.822620, -0.953704], [-1.841652, -3.546970, 0.374106], [2.087078, 1.310170, -4.048464], [2.885018, 0.903400, -4.386184], [1.681118, 1.714950, -4.815004], [5.300058, 2.169170, -0.886514], [5.041848, 2.764850, -1.589874], [4.476858, 1.789400, -0.579344], [-1.704482, 3.827400, 3.078456], [-1.742112, 4.419370, 3.829716], [-1.442102, 2.985000, 3.449616], [3.610938, 2.697570, 3.582606], [4.434378, 3.149570, 3.398566], [3.660598, 1.890380, 3.070536], [2.292648, -1.186200, 0.180366], [2.279628, -1.422740, 1.107796], [2.382408, -2.021150, -0.279014], [4.795728, -0.813090, -2.778544], [3.918628, -0.655030, -2.429354], [4.888478, -0.179660, -3.490154], [4.413898, 0.154530, 2.675976], [3.761438, -0.476740, 2.979326], [4.933348, 0.355620, 3.454416], [2.114868, -3.941770, -1.891284], [1.608498, -4.499900, -1.301104], [1.506098, -3.249030, -2.147714], [0.663868, 1.609270, -1.386414], [1.411648, 1.684750, -1.979164], [0.416798, 2.514080, -1.195344], [0.546328, 4.168440, -0.771534], [-0.245032, 3.894050, -0.308204], [0.978878, 4.774260, -0.169774], [-2.434792, -4.121890, 2.349926], [-3.140412, -4.511140, 2.866476], [-1.686792, -4.095870, 2.946626], [-1.408982, 3.061440, 0.528486], [-1.554062, 2.117420, 0.465186], [-1.508722, 3.257640, 1.460046], [-0.446442, -0.417160, 0.499546], [0.375428, -0.086960, 0.136596], [-0.525412, -1.303620, 0.147146], [1.406428, -1.300570, -2.677944], [1.551008, -0.865920, -3.518424], [1.323488, -0.584260, -2.048464], [-4.690132, -4.422950, -0.271484], [-4.947462, -5.339410, -0.372084], [-3.765882, -4.404560, -0.519754], [-1.899442, -3.239560, -4.158064], [-0.984912, -3.063840, -4.379384], [-2.153182, -2.511640, -3.590644], [-1.096632, 1.037780, -3.729274], [-0.573012, 0.453890, -3.180534], [-1.371882, 1.739180, -3.138924], [-2.337072, -1.545100, -2.026204], [-2.034722, -0.782520, -1.532964], [-3.290592, -1.461850, -2.036164], [1.247458, 0.413840, 4.967746], [0.658938, 0.180170, 5.685576], [1.930848, -0.256020, 4.989956], [-0.978182, 1.189140, 3.507356], [-0.528852, 1.012020, 4.333766], [-0.298792, 1.094600, 2.839736], [-3.789632, 1.836660, 2.806646], [-3.862362, 2.781050, 2.944676], [-2.855122, 1.686220, 2.664136], [-4.232522, -2.369680, 1.320966], [-4.384712, -3.133130, 0.764006], [-3.443042, -2.587590, 1.816406], [-2.531612, 3.121470, -2.298124], [-3.422652, 3.442720, -2.159994], [-2.000292, 3.609680, -1.669174]], "atomic_forces_ev_per_a": [[0.389, -0.719, 0.469], [-0.255, 0.507, -0.696], [-0.072, -0.167, 0.501], [0.195, -0.232, 0.320], [0.322, -0.030, -0.119], [-0.440, 0.168, -0.142], [0.228, 0.060, 0.052], [-0.041, 0.185, -0.164], [-0.209, -0.217, 0.157], [-0.167, 0.697, 0.070], [-0.006, 0.350, -0.008], [0.330, -0.871, 0.373], [-0.221, 0.396, 0.429], [0.159, 0.191, -0.094], [0.016, -0.352, -0.368], [0.046, 0.403, -0.031], [-0.050, -0.009, 0.161], [0.152, -0.535, -0.450], [0.126, -0.102, -0.119], [-0.345, -0.152, 0.252], [0.236, 0.159, -0.106], [-0.107, 0.031, -0.277], [-0.111, -0.237, 0.002], [0.313, 0.011, 0.275], [0.392, -0.107, 0.380], [-0.215, -0.258, 0.062], [-0.224, 0.444, -0.310], [-0.038, -1.388, 0.094], [0.167, 0.204, -0.407], [0.393, 0.434, 0.125], [0.621, 0.870, -0.756], [-0.723, -0.173, 0.795], [0.242, 0.083, 0.052], [0.409, -0.097, -0.006], [-0.382, -0.115, 0.033], [0.296, 0.000, 0.133], [-0.230, -0.317, -0.450], [-0.040, -0.497, -0.362], [-0.129, 0.703, 0.526], [-0.715, 0.328, 0.344], [0.427, 0.226, -0.303], [0.051, -0.463, 0.016], [-0.017, -0.348, 0.065], [-0.059, 0.217, -0.318], [-0.133, 0.337, 0.355], [-0.235, -0.237, -0.242], [-0.180, -0.196, 0.018], [0.665, -0.070, -0.372], [-0.151, -0.492, -0.434], [0.186, 0.025, -0.027], [0.154, 0.280, 0.196], [0.007, -0.331, -0.609], [0.177, -0.045, 0.147], [-0.281, 0.351, 0.199], [-0.098, -0.006, 0.064], [0.211, 0.569, 0.115], [-0.474, 0.093, 0.039], [0.005, 0.131, -0.075], [-0.002, -0.183, 0.446], [0.175, -0.119, 0.047], [-0.619, 0.396, -0.127], [0.224, -0.062, -0.079], [0.329, -0.258, -0.261], [-0.501, -0.219, -0.069], [0.061, 0.221, -0.039], [0.125, -0.263, 0.156], [-0.030, 1.013, 0.161], [-0.434, -0.299, -0.012], [0.096, 0.052, 0.143], [0.139, -0.109, -0.219], [-0.243, -0.032, -0.014], [0.117, 0.169, 0.295]]}

=====

{"formula": "H4I2OSi2", "method": "ωB97M-V/def2-TZVPD", "homo_lumo_gap_ev": 8.01, "de_lowest_kcal_mol": 45.6, "symbols": ["O", "Si", "Si", "I", "I", "H", "H", "H", "H"], "xyz": [[-0.049479, -0.577286, -0.228875], [1.420809, 1.304777, -0.612832], [-1.050925, -0.896791, 0.930825], [3.097318, 1.124087, 1.120381], [-1.815994, 1.308895, 1.859586], [1.861410, 0.805407, -1.891863], [0.450345, 2.342243, -0.373317], [-2.250575, -1.522627, 0.402773], [-0.466043, -1.550451, 2.089905]], "atomic_forces_ev_per_a": [[3.025, 2.585, -1.740], [-1.676, -3.326, 1.843], [-0.413, 0.820, 0.526], [-0.442, 0.115, -0.514], [-0.050, -0.069, 0.087], [0.060, 0.125, -0.415], [-0.158, 0.410, -0.210], [-0.377, -0.329, 0.066], [0.031, -0.331, 0.356]]}

=====

{"formula": "H4I2Si2", "method": "ωB97M-V/def2-TZVPD", "homo_lumo_gap_ev": 9.40, "de_lowest_kcal_mol": 6.4, "smiles": "I[SiH2][SiH2]I", "symbols": ["I", "Si", "Si", "I", "H", "H", "H", "H"], "xyz": [[2.812610, -1.153695, -0.002118], [0.862844, -0.027356, -0.847532], [-0.777954, 0.111691, 0.813171], [-2.725801, -1.160412, -0.126196], [0.972771, 1.424460, -1.090188], [0.427286, -0.386411, -2.192329], [-0.316251, -0.213226, 2.148734], [-1.255504, 1.404952, 1.296458]], "atomic_forces_ev_per_a": [[0.186, -0.048, -0.054], [-0.668, 1.158, 0.085], [-0.604, -0.387, -0.151], [0.454, 0.265, 0.453], [0.707, 0.212, 0.177], [-0.116, -0.767, -0.086], [0.302, -1.102, 0.362], [-0.261, 0.669, -0.787]]}

=====

{"formula": "H4I2Si2", "method": "ωB97M-V/def2-TZVPD", "homo_lumo_gap_ev": 7.33, "de_lowest_kcal_mol": 42.5, "symbols": ["Si", "Si", "I", "I", "H", "H", "H", "H"], "xyz": [[0.192320, -1.279882, 0.482794], [-1.343220, 2.168481, -1.837366], [-2.181582, -1.015976, -0.158409], [0.870105, 3.401149, -1.284735], [0.747072, -0.081956, -0.130259], [0.623725, -2.488966, -0.063084], [0.211072, -1.523987, 1.916294], [-2.238819, 2.176914, -0.618838]], "atomic_forces_ev_per_a": [[-1.336, 0.755, 0.237], [0.434, -0.122, -0.582], [0.121, -0.053, 0.015], [-0.949, -0.446, 0.213], [0.503, 0.180, 0.236], [0.666, -1.323, -0.964], [0.149, 0.482, 0.415], [0.412, 0.527, 0.430]]}

=====

{"formula": "H4I2Si2", "method": "ωB97M-V/def2-TZVPD", "homo_lumo_gap_ev": 7.61, "de_lowest_kcal_mol": 42.6, "symbols": ["Si", "Si", "I", "I", "H", "H", "H", "H"], "xyz": [[1.754179, -0.920575, 0.360772], [-2.535600, 1.943160, -0.152458], [1.057394, 1.445102, -0.115982], [-2.966063, -0.663016, 0.126567], [1.395468, -1.433534, -0.942652], [0.597567, -1.194308, 1.288808], [3.068892, -0.951936, 1.000214], [-2.371837, 1.775108, -1.565270]], "atomic_forces_ev_per_a": [[-2.053, 1.236, 0.685], [-0.122, -1.136, 1.670], [0.239, 0.066, 0.075], [0.199, 1.192, -0.111], [0.562, -0.674, -0.356], [0.789, -0.344, -0.180], [0.173, -0.168, -0.257], [0.212, -0.173, -1.526]]}

=====

{"formula": "H4N2", "method": "ωB97M-V/def2-TZVPD", "homo_lumo_gap_ev": 10.33, "de_lowest_kcal_mol": 26.5, "smiles": "NN", "symbols": ["N", "N", "H", "H", "H", "H"], "xyz": [[-0.136332, -0.789564, 0.403320], [-0.043596, 0.529397, -0.329941], [0.830206, -0.559221, 0.803250], [-0.682526, -0.206832, 1.078904], [-0.732761, 0.766891, -1.015610], [0.765009, 0.259329, -0.939923]], "atomic_forces_ev_per_a": [[0.230, 3.456, 1.440], [3.341, -0.009, -2.436], [-1.567, -1.578, 0.089], [0.025, -2.303, 0.809], [-1.217, -0.795, -0.167], [-0.812, 1.230, 0.265]]}

=====

{"formula": "H4N2O2", "method": "ωB97M-V/def2-TZVPD", "homo_lumo_gap_ev": 9.65, "de_lowest_kcal_mol": 54.8, "smiles": "NOON", "symbols": ["N", "O", "O", "N", "H", "H", "H", "H"], "xyz": [[0.645239, -1.481715, -0.751520], [0.037283, -0.312368, -0.775153], [-0.708508, 0.147777, 0.597886], [-0.801149, 1.441151, 0.624594], [-0.039732, -2.165860, -0.322864], [1.571546, -1.585560, -0.214609], [-1.651987, 1.788054, 0.251150], [0.019233, 2.125393, 0.802707]], "atomic_forces_ev_per_a": [[-0.096, -2.389, 2.136], [0.009, 1.636, -0.970], [1.326, -0.655, 0.766], [1.391, 1.585, 0.651], [1.132, 0.519, -0.898], [-1.686, 0.958, -0.642], [-0.381, 0.533, -0.587], [-1.695, -2.186, -0.456]]}

=====

{"formula": "H4N2O2S", "method": "ωB97M-V/def2-TZVPD", "homo_lumo_gap_ev": 10.66, "de_lowest_kcal_mol": 52.3, "smiles": "NS(N)(=O)=O", "symbols": ["N", "S", "N", "O", "O", "H", "H", "H", "H"], "xyz": [[-1.020472, -1.021683, -0.309878], [-0.039327, 0.075698, 0.039435], [1.438340, -0.321871, -0.608664], [0.368350, 0.009313, 1.367995], [-0.732128, 1.291063, -0.361802], [-1.960011, -0.559774, -0.855343], [-1.095278, -1.758529, 0.603335], [1.524772, -0.431319, -1.710249], [2.144899, 0.540318, -0.288447]], "atomic_forces_ev_per_a": [[-5.814, -4.816, -0.097], [1.366, 4.948, -0.310], [2.543, 2.602, -3.181], [0.354, -0.210, 3.850], [1.355, -0.411, -0.850], [3.420, -2.172, 2.484], [-0.234, 2.572, -3.726], [-0.551, 0.553, 2.958], [-2.438, -3.065, -1.127]]}